--- one ---
Computed, not measured: 2 unconnected molecules or ions with the total composition C5H13O3, with the ωB97M-V functional and the def2-TZVPD basis.

Atoms and positions in Å:
C: 2.20629 -0.64375 1.04477
O: 1.98788 -2.04331 0.82792
C: 1.16853 0.21928 0.36039
C: 0.04052 0.71971 1.24084
C: -1.23231 1.14112 0.49033
C: -1.85745 0.06258 -0.41056
O: -2.05038 0.44325 -1.70019
H: 2.20141 -0.47339 2.14376
H: 3.24842 -0.43243 0.76219
H: 1.06058 -2.17498 1.07562
H: 1.65387 1.00412 -0.21940
H: 0.72640 -0.40045 -0.42397
H: -0.18496 -0.05194 2.00656
H: 0.33919 1.57757 1.85652
H: -0.99482 2.08009 0.00033
H: -1.93128 1.36064 1.29552
H: -2.75375 -0.34162 0.15146
H: -1.23412 -0.86768 -0.37323
H: -1.49655 -0.21943 -3.02445
H: -0.01591 -0.33587 -3.37108
O: -0.88157 -0.62354 -3.73331

Summary:
**Charge**: -1
**HOMO-LUMO gap**: 6.6 eV
**2S+1**: 1

--- two ---
Computed, not measured: 2 unconnected molecules or ions with the total composition C5H13O3, with the ωB97M-V functional and the def2-TZVPD basis.

Atoms and positions in Å:
C: 0.98161 -0.02450 2.20539
O: 0.36057 1.14424 2.50155
C: 0.32225 -0.78728 0.96743
C: 1.06311 -0.60184 -0.32781
C: 0.23766 -0.95025 -1.54099
C: -0.84949 0.13972 -1.92183
O: -0.45809 0.92903 -3.03661
H: 2.03793 0.19767 1.94304
H: 1.08103 -0.83024 2.97318
H: -0.15359 -1.72438 1.26553
H: -0.56594 -0.14703 0.87377
H: 2.03755 -1.12377 -0.37256
H: 1.43243 0.42741 -0.43210
H: 0.81616 -0.83759 -2.47219
H: -0.24863 -1.92183 -1.48109
H: -1.75700 -0.42325 -2.15924
H: -0.96905 0.83231 -1.09008
H: -0.36614 0.38407 -3.82192
H: -0.89040 1.42725 2.14172
H: -2.19392 2.36848 2.07755
O: -1.91807 1.52177 1.70727

Summary:
**Charge**: -1
**HOMO-LUMO gap**: 6.8 eV
**2S+1**: 1

Which of them is the most stable? Correct choice: one.